Record 1
Molecular formula: C7H8Cl2CoN5O2
Method: DFT, the ωB97M-V functional and the def2-TZVPD basis

Cartesian coordinates (Å):
Co (-0.93, 0.41, 0.09)
Cl (-2.79, 1.92, 0.56)
C (-3.90, 0.89, -0.41)
Cl (-2.97, -0.48, -1.07)
H (-4.28, 1.50, -1.23)
H (-4.68, 0.51, 0.25)
C (0.44, -3.61, 2.01)
O (0.85, -2.28, 2.48)
C (0.38, -1.24, 1.88)
O (-0.41, -1.27, 0.91)
N (0.82, -0.07, 2.38)
N (0.32, 1.11, 1.80)
H (0.97, -4.29, 2.66)
H (0.75, -3.73, 0.98)
H (-0.64, -3.70, 2.12)
H (1.44, -0.03, 3.18)
H (1.10, 1.70, 1.51)
H (-0.22, 1.63, 2.49)
N (0.36, 1.02, -1.36)
C (1.09, 1.27, -2.21)
C (1.99, 1.59, -3.26)
C (1.94, 2.87, -3.82)
N (1.88, 3.93, -4.29)
C (2.88, 0.59, -3.68)
N (3.60, -0.26, -3.98)

Properties
2S+1 = 5
Kohn-Sham gap (alpha / beta) = 10.31 / 8.29 eV
net charge = +2
DFT total energy = -81587.424 eV

---

Record 2
Molecular formula: H28O14
Method: DFT, the ωB97M-V functional and the def2-TZVPD basis

Cartesian coordinates (Å):
O (-2.15, -0.03, 2.17)
H (-2.97, -0.45, 2.53)
H (-2.38, 0.90, 2.21)
O (0.83, -0.57, -3.00)
H (0.42, 0.12, -3.54)
H (0.79, -1.39, -3.47)
O (0.38, -3.17, -0.88)
H (0.76, -3.40, -1.74)
H (0.31, -2.20, -0.83)
O (-2.85, 2.20, 0.43)
H (-2.11, 1.84, -0.08)
H (-3.66, 2.08, -0.03)
O (-0.64, -2.63, 2.13)
H (-0.93, -2.17, 2.92)
H (-1.42, -2.59, 1.54)
O (2.90, 1.15, -2.54)
H (3.38, 0.60, -1.91)
H (2.13, 0.55, -2.50)
O (0.81, 2.70, -2.20)
H (0.67, 2.72, -1.23)
H (1.77, 2.57, -2.35)
O (-2.73, -2.22, 0.54)
H (-2.52, -2.14, -0.40)
H (-2.60, -1.36, 1.03)
O (0.03, 2.46, 0.35)
H (0.97, 2.24, 0.61)
H (-0.07, 3.40, 0.38)
O (2.56, 1.79, 0.70)
H (2.96, 2.01, 1.53)
H (3.18, 2.14, 0.06)
O (-1.84, 0.74, -1.57)
H (-1.14, 0.19, -1.24)
H (-1.57, 1.28, -2.25)
O (2.14, -3.13, 1.11)
H (1.97, -3.96, 1.51)
H (1.34, -2.94, 0.67)
O (0.12, -0.48, -0.20)
H (0.41, 0.41, -0.17)
H (-0.43, -0.66, 0.58)
O (0.68, 0.38, 2.80)
H (-0.24, 0.46, 2.53)
H (0.70, 0.59, 3.77)

Properties
2S+1 = 1
Kohn-Sham gap = 9.66 eV
net charge = 0
DFT total energy = -29119.800 eV
energy relative to the best compared isomer or geometry (same formula, charge and spin) = 42.69 kcal/mol

---

Repeat the second record exactly.
Molecular formula: H28O14
Method: DFT, the ωB97M-V functional and the def2-TZVPD basis

Cartesian coordinates (Å):
O (-2.15, -0.03, 2.17)
H (-2.97, -0.45, 2.53)
H (-2.38, 0.90, 2.21)
O (0.83, -0.57, -3.00)
H (0.42, 0.12, -3.54)
H (0.79, -1.39, -3.47)
O (0.38, -3.17, -0.88)
H (0.76, -3.40, -1.74)
H (0.31, -2.20, -0.83)
O (-2.85, 2.20, 0.43)
H (-2.11, 1.84, -0.08)
H (-3.66, 2.08, -0.03)
O (-0.64, -2.63, 2.13)
H (-0.93, -2.17, 2.92)
H (-1.42, -2.59, 1.54)
O (2.90, 1.15, -2.54)
H (3.38, 0.60, -1.91)
H (2.13, 0.55, -2.50)
O (0.81, 2.70, -2.20)
H (0.67, 2.72, -1.23)
H (1.77, 2.57, -2.35)
O (-2.73, -2.22, 0.54)
H (-2.52, -2.14, -0.40)
H (-2.60, -1.36, 1.03)
O (0.03, 2.46, 0.35)
H (0.97, 2.24, 0.61)
H (-0.07, 3.40, 0.38)
O (2.56, 1.79, 0.70)
H (2.96, 2.01, 1.53)
H (3.18, 2.14, 0.06)
O (-1.84, 0.74, -1.57)
H (-1.14, 0.19, -1.24)
H (-1.57, 1.28, -2.25)
O (2.14, -3.13, 1.11)
H (1.97, -3.96, 1.51)
H (1.34, -2.94, 0.67)
O (0.12, -0.48, -0.20)
H (0.41, 0.41, -0.17)
H (-0.43, -0.66, 0.58)
O (0.68, 0.38, 2.80)
H (-0.24, 0.46, 2.53)
H (0.70, 0.59, 3.77)

Properties
2S+1 = 1
Kohn-Sham gap = 9.66 eV
net charge = 0
DFT total energy = -29119.800 eV
energy relative to the best compared isomer or geometry (same formula, charge and spin) = 42.69 kcal/mol

---

Among the records above, which one has the lowest DFT total energy? C7H8Cl2CoN5O2

---

What is the DFT total energy in the second record? -29119.800 eV

---

Look up the DFT total energy of the second one. -29119.800 eV